No. 1
Computed, not measured: C31H55BrCdNO3P3 as an isolated structure at a distorted geometry, with ωB97M-V with the def2-TZVPD basis set.

Output
2S+1: 1
Max |F|, Eh/bohr: 0.07680
Charge: +2
HOMO level (alpha / beta), eV: -12.296 / -12.282
Energy relative to the best compared isomer or geometry (same formula, charge and spin), eV: 5.912

Last column: Löwdin charge in e.
CARTESIAN COORDINATES (ANGSTROEM)
N (6.5274, -2.2358, -7.6744)  0.06
C (6.0246, -3.3315, -7.0860)  -0.12
C (5.0836, -3.2673, -6.0331)  -0.01
C (4.6201, -2.0138, -5.5500)  -0.21
C (5.2594, -0.8735, -6.1383)  -0.02
C (6.1608, -1.0363, -7.2081)  -0.13
C (3.5787, -1.8719, -4.5388)  -0.01
Cd (-2.1033, 0.3880, -1.8914)  1.30
P (-4.7231, 2.1424, 0.1019)  0.92
C (3.1131, -0.6402, -4.1675)  -0.05
C (2.2958, -0.3419, -3.0270)  -0.21
C (1.4379, 0.7629, -3.1694)  -0.04
C (0.2505, 0.8378, -2.4248)  -0.31
C (0.1162, -0.0580, -1.3663)  -0.50
C (1.0893, -0.9909, -1.0060)  -0.15
C (2.1955, -1.1359, -1.8638)  0.01
Br (-1.2312, 0.1696, 0.8488)  0.50
H (3.1796, -2.7669, -4.0779)  0.12
H (3.2963, 0.1973, -4.8349)  0.11
H (4.7095, -4.1991, -5.5995)  0.11
H (5.0762, 0.1514, -5.8270)  0.10
H (6.3715, -4.3047, -7.4738)  0.12
H (6.5916, -0.1622, -7.7288)  0.12
H (1.5389, 1.4253, -4.0200)  0.12
H (2.9584, -1.8966, -1.6781)  0.13
H (-0.4655, 1.6099, -2.8005)  0.05
H (1.0438, -1.6275, -0.1206)  0.06
P (0.7765, 1.8216, 0.9074)  0.97
C (-4.8650, 0.5465, -0.6843)  -0.48
C (-6.2228, 0.5209, -1.4305)  -0.16
H (-4.8777, -0.2429, 0.0907)  0.10
H (-4.0081, 0.3874, -1.4302)  -0.07
H (-6.4605, -0.4816, -1.7902)  0.08
H (-7.0657, 0.8367, -0.8017)  0.08
H (-6.2489, 1.1784, -2.3089)  0.08
C (-4.0204, 3.4545, -0.9001)  -0.44
C (-4.7466, 4.7919, -0.6105)  -0.15
H (-4.2120, 3.1860, -1.9605)  0.09
H (-2.9387, 3.4925, -0.6584)  0.04
H (-4.4272, 5.5450, -1.3334)  0.07
H (-5.8408, 4.7208, -0.6966)  0.08
H (-4.5292, 5.1934, 0.3861)  0.07
C (-4.1735, 2.1933, 1.8383)  -0.43
C (-5.2987, 1.8023, 2.8249)  -0.15
H (-3.9236, 3.2460, 2.0765)  0.09
H (-3.2958, 1.5248, 1.9220)  -0.02
H (-4.9344, 1.7863, 3.8551)  0.07
H (-6.1261, 2.5243, 2.8113)  0.08
H (-5.7518, 0.8256, 2.6302)  0.07
C (0.8222, 2.1313, 2.7164)  -0.36
C (2.1129, 2.7658, 3.2399)  -0.11
H (0.6170, 1.1754, 3.2220)  0.05
H (-0.0311, 2.8066, 2.8924)  0.10
H (2.9131, 2.0227, 3.3427)  0.07
H (2.4794, 3.5944, 2.6163)  0.08
H (1.9167, 3.1772, 4.2362)  0.10
C (0.1897, 3.4515, 0.3102)  -0.34
C (0.9209, 3.9717, -0.9308)  -0.12
H (0.4024, 4.1094, 1.1711)  0.10
H (-0.8977, 3.3903, 0.1679)  0.06
H (1.8950, 4.4019, -0.6582)  0.09
H (1.0692, 3.1892, -1.6896)  0.05
H (0.3235, 4.7795, -1.3681)  0.09
C (2.5240, 1.8382, 0.4299)  -0.33
C (3.3700, 0.7089, 1.0262)  -0.10
H (2.8473, 2.8299, 0.7926)  0.10
H (2.5540, 1.8413, -0.6694)  0.09
H (3.9860, 0.2903, 0.2169)  0.09
H (4.0589, 1.1056, 1.7889)  0.09
H (2.7634, -0.1025, 1.4664)  0.07
C (0.2672, -0.8875, 5.1366)  -0.08
C (1.4352, -1.4238, 4.3267)  -0.27
O (1.0529, -1.6319, 2.9449)  -0.40
P (0.9000, -3.1044, 2.2170)  0.84
O (0.1902, -4.0367, 3.3048)  -0.33
C (-1.1555, -3.7408, 3.9074)  -0.24
C (-1.0768, -4.3539, 5.2631)  -0.08
O (-0.3692, -2.7053, 1.2116)  -0.48
C (-1.2594, -3.6841, 0.6061)  -0.28
C (-0.5041, -4.4758, -0.4265)  -0.07
H (-0.3920, -0.2069, 4.5572)  0.07
H (0.6646, -0.3369, 6.0080)  0.09
H (-0.3404, -1.7234, 5.5342)  0.06
H (2.2575, -0.6918, 4.3307)  0.11
H (1.8029, -2.3656, 4.7716)  0.12
H (-1.3223, -2.6637, 3.9113)  0.10
H (-1.9255, -4.2212, 3.3033)  0.10
H (-0.3244, -3.8571, 5.8907)  0.08
H (-2.0572, -4.2830, 5.7479)  0.09
H (-0.7999, -5.4140, 5.1834)  0.10
H (-1.6747, -4.3188, 1.3986)  0.10
H (-2.0799, -3.0909, 0.2003)  0.11
H (0.2352, -5.1097, 0.0752)  0.08
H (-1.1850, -5.1223, -0.9818)  0.09
H (0.0190, -3.8132, -1.1238)  0.07

---

No. 2
Computed, not measured: a 8-piece molecular cluster, C31H56Br3O26P overall at a distorted geometry, with ωB97M-V with the def2-TZVPD basis set.

Output
2S+1: 1
Max |F|, Eh/bohr: 0.04572
Structure (SMILES): C/C(Br)=C(/Br)[C@H]1[C@@H](C[C@@H](C)O)C(=O)O[C@]1(O)P(O)Br.COC(=O)OC.COC(=O)OC.COC(=O)OC.COC(=O)OC.COC(=O)OC.COC(=O)OC.COC(=O)OC
Charge: 0
HOMO level, eV: -9.004

Last column: Löwdin charge in e.
CARTESIAN COORDINATES (ANGSTROEM)
C (0.6082, 2.1685, -3.8376)  -0.13
C (0.4104, 2.6115, -2.4203)  -0.77
Br (1.9870, 3.3165, -1.6802)  0.76
C (-0.7476, 2.5464, -1.7243)  -0.62
Br (-0.8113, 3.2686, 0.0327)  0.85
C (-2.0389, 1.9958, -2.3157)  -0.24
C (-2.0527, 0.6302, -3.0269)  -0.16
C (-1.1987, -0.5256, -2.5084)  -0.08
C (-1.3361, -0.9741, -1.0639)  -0.41
C (-0.7270, -2.3520, -0.8739)  -0.03
O (-0.6590, -0.0138, -0.2489)  -0.05
C (-3.5332, 0.3527, -3.1066)  -0.42
O (-4.1205, -0.3104, -3.9495)  0.12
O (-4.1805, 1.0276, -2.1261)  0.00
C (-3.3042, 1.9069, -1.4136)  -0.69
O (-3.0844, 1.3546, -0.1644)  -0.03
P (-4.0379, 3.6564, -1.2493)  0.65
O (-5.1693, 3.3348, -0.1207)  -0.38
Br (-5.2698, 3.7084, -3.1216)  0.35
H (1.3444, 2.8132, -4.3148)  0.07
H (-0.3027, 2.2197, -4.4293)  0.08
H (1.0306, 1.1619, -3.8664)  0.08
H (-2.3468, 2.7137, -3.0891)  0.13
H (-1.7914, 0.7063, -4.0837)  0.14
H (-1.4721, -1.3792, -3.1355)  0.13
H (-0.1448, -0.3143, -2.6857)  0.12
H (-2.3845, -1.0057, -0.7514)  0.14
H (0.3609, -2.2662, -0.8649)  0.08
H (-0.9712, -3.0035, -1.7090)  0.08
H (-1.0713, -2.8250, 0.0438)  0.09
H (-0.1603, -0.4708, 0.4301)  0.09
H (-3.7956, 1.5916, 0.4374)  0.09
H (-5.5356, 2.4415, -0.1506)  0.07
C (0.5159, -7.3485, -1.8933)  -0.03
O (1.5861, -6.3973, -1.9160)  0.00
C (2.7087, -6.8590, -2.4590)  -0.62
O (2.8740, -7.9598, -2.9047)  0.14
O (3.6240, -5.8876, -2.4187)  -0.03
C (4.8922, -6.2631, -2.9752)  -0.02
H (-0.3232, -6.8396, -1.4291)  0.09
H (0.2530, -7.6528, -2.9041)  0.10
H (0.7921, -8.2210, -1.3057)  0.10
H (4.7870, -6.5252, -4.0251)  0.10
H (5.3193, -7.0962, -2.4221)  0.10
H (5.5299, -5.3893, -2.8780)  0.08
C (-1.5660, 2.9548, 3.3611)  -0.06
O (-1.3053, 2.2960, 4.6038)  0.01
C (-0.0332, 2.3493, 4.9865)  -0.63
O (0.8615, 2.8869, 4.3911)  0.13
O (0.0819, 1.7015, 6.1449)  0.00
C (1.4106, 1.6835, 6.6726)  -0.04
H (-2.6311, 2.8383, 3.1801)  0.08
H (-1.3259, 4.0146, 3.4307)  0.10
H (-1.0015, 2.4973, 2.5480)  0.02
H (1.7611, 2.6954, 6.8641)  0.10
H (2.0901, 1.1836, 5.9855)  0.10
H (1.3513, 1.1295, 7.6042)  0.09
C (4.2714, -3.0055, -1.4231)  -0.03
O (4.6986, -1.9061, -2.2396)  0.00
C (5.2142, -0.8776, -1.5662)  -0.63
O (5.3407, -0.8087, -0.3743)  0.13
O (5.6435, 0.0237, -2.4505)  -0.01
C (6.2977, 1.1609, -1.8734)  -0.03
H (3.8919, -3.7625, -2.0990)  0.07
H (5.1128, -3.4065, -0.8600)  0.10
H (3.4844, -2.6969, -0.7372)  0.10
H (7.1772, 0.8444, -1.3170)  0.10
H (5.6265, 1.7177, -1.2227)  0.09
H (6.5981, 1.7853, -2.7091)  0.09
C (-1.3941, -1.2509, -7.0274)  -0.03
O (-0.2674, -0.3717, -7.0094)  -0.01
C (0.8749, -0.9248, -7.4117)  -0.63
O (1.0158, -2.0587, -7.7813)  0.13
O (1.8332, -0.0052, -7.3233)  0.00
C (3.1278, -0.4680, -7.7209)  -0.03
H (-2.2394, -0.6675, -6.6737)  0.09
H (-1.5958, -1.6158, -8.0320)  0.10
H (-1.2321, -2.0948, -6.3591)  0.10
H (3.1181, -0.7845, -8.7615)  0.10
H (3.4509, -1.2918, -7.0879)  0.10
H (3.7951, 0.3788, -7.5966)  0.09
C (7.8130, -2.7715, -4.5270)  -0.04
O (7.9275, -4.0361, -5.1867)  0.00
C (9.1588, -4.5412, -5.1909)  -0.63
O (10.1314, -4.0312, -4.7034)  0.13
O (9.1259, -5.7102, -5.8259)  0.00
C (10.3929, -6.3697, -5.9059)  -0.04
H (6.7678, -2.4852, -4.5980)  0.09
H (8.0964, -2.8594, -3.4798)  0.10
H (8.4321, -2.0222, -5.0155)  0.10
H (10.7761, -6.5861, -4.9110)  0.10
H (11.1091, -5.7589, -6.4512)  0.10
H (10.2107, -7.2953, -6.4426)  0.09
C (-5.4958, 4.2038, 2.8412)  -0.05
O (-4.9304, 4.2845, 4.1523)  0.00
C (-5.7069, 3.7900, 5.1156)  -0.63
O (-6.7932, 3.3001, 4.9576)  0.13
O (-5.0705, 3.9276, 6.2730)  0.01
C (-5.7903, 3.4303, 7.4066)  -0.03
H (-4.7604, 4.6285, 2.1668)  0.08
H (-5.6834, 3.1667, 2.5718)  0.09
H (-6.4208, 4.7733, 2.7814)  0.10
H (-5.9781, 2.3638, 7.3046)  0.10
H (-6.7322, 3.9600, 7.5293)  0.10
H (-5.1570, 3.6103, 8.2692)  0.09
C (-7.4557, 6.6432, 10.6859)  -0.03
O (-7.4549, 5.9230, 11.9219)  0.01
C (-7.5834, 4.6064, 11.7872)  -0.63
O (-7.6954, 4.0127, 10.7474)  0.12
O (-7.5676, 4.0588, 12.9987)  0.01
C (-7.7000, 2.6345, 13.0014)  -0.04
H (-7.3454, 7.6891, 10.9534)  0.09
H (-6.6225, 6.3311, 10.0595)  0.09
H (-8.3930, 6.4924, 10.1548)  0.10
H (-6.8775, 2.1720, 12.4601)  0.10
H (-8.6471, 2.3367, 12.5568)  0.10
H (-7.6704, 2.3373, 14.0447)  0.09

---

The highest charge belongs to which entry?
C31H55BrCdNO3P3